Formula: C16H19Br2F3INO7S
Source: the Open Molecules 2025 dataset
Level of theory: the ωB97M-V functional and the def2-TZVPD basis

Properties
Strongest force on any atom ... 0.19612 hartree/bohr
SMILES ... CC(=O)OCCCC[C@@]1(CC(=O)I)C(=O)N[C@H](O)[C@@]1(/C(Br)=C(\C)Br)S(=O)(=O)C(F)(F)F
Highest occupied orbital energy ... -9.6 eV
M ... 713.1 g mol⁻¹
Energy ... -199880.919 eV
Orbital gap ... 8.37 eV
Net charge ... 0

Each line ends with the Löwdin charge.
Cartesian coordinates (Å):
C  6.030  -0.877  0.147  -0.02
C  4.534  -1.604  0.023  -0.27
O  4.417  -2.954  0.134  -0.03
O  3.398  -0.689  -0.192  -0.15
C  3.367  -0.170  -1.579  -0.18
C  2.441  1.220  -1.661  -0.15
C  0.850  0.861  -2.033  -0.18
C  0.121  -0.133  -0.979  -0.12
C  -0.677  0.587  0.283  -0.20
C  0.448  0.628  1.446  -0.10
C  0.611  -0.590  2.478  -0.61
O  1.585  -1.513  2.244  -0.14
I  -0.495  -0.919  4.369  0.83
C  -0.954  2.239  0.155  -0.25
O  -0.134  3.238  -0.145  -0.02
N  -2.347  2.687  0.535  0.08
C  -2.855  1.465  1.334  -0.33
O  -2.250  1.808  2.660  -0.11
C  -2.224  0.146  0.516  -0.29
C  -2.693  -1.080  1.482  -0.54
Br  -4.145  -0.894  2.913  0.63
C  -2.173  -2.506  1.414  -0.57
C  -1.073  -2.985  0.320  -0.12
Br  -2.852  -3.946  2.693  0.59
S  -3.437  -0.036  -0.896  0.92
O  -4.893  -0.205  -0.306  -0.34
O  -3.248  -1.348  -1.752  -0.34
C  -3.534  1.344  -2.134  -0.27
F  -2.253  1.828  -2.689  0.03
F  -4.430  2.449  -1.624  0.00
F  -4.293  0.788  -3.319  0.01
H  6.329  -0.885  1.282  0.10
H  5.913  0.231  -0.216  0.08
H  6.755  -1.518  -0.525  0.10
H  4.461  0.003  -2.014  0.13
H  2.855  -0.923  -2.348  0.14
H  2.956  1.871  -2.518  0.13
H  2.540  1.868  -0.681  0.11
H  0.271  1.846  -2.310  0.11
H  0.934  0.257  -3.062  0.13
H  0.827  -0.981  -0.538  0.13
H  -0.723  -0.719  -1.587  0.11
H  0.285  1.621  2.090  0.15
H  1.506  0.803  0.920  0.14
H  -2.356  3.599  1.077  0.17
H  -4.009  1.637  1.300  0.15
H  -3.069  2.015  3.226  0.12
H  -1.099  -4.180  0.304  0.10
H  0.045  -2.715  0.554  0.08
H  -1.260  -2.671  -0.791  0.08


Formula: C16H19BrF3N2O4P
Source: the Open Molecules 2025 dataset
Level of theory: the ωB97M-V functional and the def2-TZVPD basis

Properties
Strongest force on any atom ... 0.03141 hartree/bohr
Highest occupied orbital energy ... -14.2 eV
M ... 471.2 g mol⁻¹
Energy ... -115541.758 eV
Orbital gap ... 6.61 eV
Net charge ... +2

Each line ends with the Löwdin charge.
Cartesian coordinates (Å):
O  2.245  1.351  -3.506  0.10
C  3.237  1.365  -2.807  -0.62
O  3.671  0.257  -2.213  0.06
C  5.061  0.246  -1.794  -0.13
C  5.502  -1.195  -1.629  -0.02
C  6.489  -1.289  -0.485  -0.62
F  7.250  -0.182  -0.375  0.14
F  5.840  -1.437  0.686  0.14
F  7.324  -2.324  -0.640  0.15
O  4.000  2.465  -2.570  -0.27
P  3.372  3.801  -1.777  0.62
O  1.774  3.442  -1.655  -0.37
Br  4.006  3.298  0.312  0.33
H  5.133  0.783  -0.864  0.09
H  5.699  0.711  -2.525  0.14
H  6.002  -1.563  -2.510  0.14
H  4.661  -1.818  -1.375  0.13
H  1.304  4.239  -1.902  0.05
C  -5.071  -2.589  4.945  0.06
N  -4.438  -1.909  3.786  -0.07
C  -3.100  -1.926  3.676  0.02
C  -2.474  -1.340  2.602  0.06
C  -3.233  -0.725  1.609  -0.12
C  -4.616  -0.707  1.761  0.06
C  -5.193  -1.304  2.859  0.03
C  -2.595  -0.122  0.410  -0.13
C  -2.941  -0.553  -0.866  0.06
C  -2.369  0.042  -1.968  0.03
N  -1.484  1.038  -1.827  -0.06
C  -1.115  1.460  -0.608  0.03
C  -1.653  0.896  0.525  0.06
C  -0.897  1.703  -3.018  0.06
H  -4.670  -2.161  5.859  0.12
H  -4.843  -3.649  4.885  0.12
H  -6.144  -2.439  4.906  0.11
H  -2.550  -2.426  4.460  0.16
H  -1.396  -1.386  2.539  0.15
H  -5.254  -0.226  1.033  0.15
H  -6.263  -1.312  3.008  0.16
H  -3.650  -1.355  -1.016  0.14
H  -2.613  -0.264  -2.974  0.16
H  -0.385  2.258  -0.569  0.14
H  -1.343  1.271  1.490  0.14
H  0.184  1.618  -2.948  0.07
H  -1.211  2.744  -3.015  0.12
H  -1.251  1.212  -3.917  0.11


Formula: C16H19BrN11Pd
Source: the Open Molecules 2025 dataset
Level of theory: the ωB97M-V functional and the def2-TZVPD basis

Properties
Relative energy (zero: lowest compared OMol25 entry of this formula, charge and spin) ... 0.195 eV
Strongest force on any atom ... 0.04904 hartree/bohr
Highest occupied orbital energy (spin up / spin down) ... -11.3 / -12.3 eV
M ... 551.7 g mol⁻¹
Energy ... -106802.213 eV
Orbital gap (spin up / spin down) ... 7.83 / 5.90 eV
Net charge ... +1
Spin multiplicity ... 5

Each line ends with the Löwdin charge.
Cartesian coordinates (Å):
Pd  0.285  -0.171  0.222  0.80
Br  -1.079  -2.414  0.925  0.86
C  -2.720  -1.877  0.064  -0.52
C  -3.758  -2.774  0.011  -0.08
C  -4.940  -2.416  -0.647  -0.03
C  -5.044  -1.194  -1.260  0.01
C  -3.980  -0.273  -1.222  -0.15
C  -4.052  0.955  -1.908  0.03
C  -3.028  1.860  -1.846  -0.03
C  -1.909  1.603  -1.038  -0.07
C  -1.734  0.365  -0.456  -0.13
C  -2.775  -0.596  -0.521  -0.22
H  -3.663  -3.749  0.464  0.11
H  -5.760  -3.114  -0.684  0.12
H  -5.938  -0.926  -1.804  0.13
H  -4.948  1.180  -2.464  0.13
H  -3.085  2.793  -2.383  0.12
H  -1.200  2.409  -0.891  0.10
N  1.506  1.784  -0.127  -0.02
C  2.966  1.657  0.003  -0.25
C  3.655  1.478  -1.347  -0.19
C  3.025  0.425  -2.263  -0.19
C  2.926  -0.984  -1.668  -0.25
N  1.537  -1.346  -1.341  -0.06
H  1.271  2.257  -1.000  0.09
H  1.129  2.343  0.639  0.08
H  3.177  0.799  0.648  0.08
H  3.389  2.551  0.478  0.12
H  4.697  1.221  -1.146  0.12
H  3.644  2.429  -1.886  0.12
H  3.627  0.391  -3.170  0.11
H  2.023  0.753  -2.557  0.10
H  3.519  -1.070  -0.754  0.09
H  3.330  -1.715  -2.380  0.12
H  1.559  -2.258  -0.875  0.06
H  1.007  -1.454  -2.209  0.10
N  1.202  -0.002  3.894  0.26
C  1.945  -0.774  3.064  -0.40
N  2.969  -1.553  3.430  0.08
N  3.394  -2.092  2.332  -0.03
N  2.706  -1.711  1.310  -0.04
N  1.780  -0.865  1.722  -0.07
C  0.101  0.677  3.489  -0.40
N  -0.786  1.267  4.299  0.09
N  -1.684  1.756  3.505  -0.04
N  -1.413  1.545  2.268  -0.02
N  -0.296  0.839  2.199  -0.04
H  1.428  -0.010  4.880  0.18


Formula: C16H19BrTb
Source: the Open Molecules 2025 dataset
Level of theory: the ωB97M-V functional and the def2-TZVPD basis

Properties
Relative energy (zero: lowest compared OMol25 entry of this formula, charge and spin) ... 0.000 eV
Strongest force on any atom ... 0.04545 hartree/bohr
Highest occupied orbital energy (spin up / spin down) ... -2.9 / -2.1 eV
M ... 450.2 g mol⁻¹
Energy ... -109374.324 eV
Orbital gap (spin up / spin down) ... 5.76 / 4.92 eV
Net charge ... -1
Spin multiplicity ... 7

Each line ends with the Löwdin charge.
Cartesian coordinates (Å):
C  -2.024  1.188  -1.676  -0.33
C  -0.641  1.376  -1.482  -0.33
C  0.135  0.097  -1.535  -0.40
H  -0.040  2.295  -1.539  0.08
C  -1.009  -0.891  -1.636  -0.17
C  -2.239  -0.237  -1.790  -0.25
H  -3.204  -0.704  -2.046  0.10
H  -2.795  1.971  -1.760  0.10
H  0.812  0.119  -2.424  0.15
H  -0.736  -1.861  -2.016  0.08
Tb  -1.779  0.655  0.604  1.09
Br  0.409  2.169  1.362  -0.14
C  -4.047  0.282  2.085  -0.30
C  -4.725  -0.423  1.033  -0.19
C  -5.062  0.516  0.012  -0.19
H  -5.003  -1.488  1.062  0.08
C  -4.604  1.805  0.418  -0.21
C  -3.960  1.671  1.693  -0.32
H  -3.571  2.492  2.313  0.09
H  -3.804  -0.097  3.089  0.08
H  -5.626  0.308  -0.911  0.09
H  -4.814  2.766  -0.075  0.09
C  4.009  -0.207  1.572  -0.08
C  3.632  -0.891  0.259  -0.60
C  4.625  -0.414  -0.852  -0.04
C  3.866  -2.368  0.520  -0.09
C  2.166  -0.686  0.029  -0.01
C  1.133  -0.239  -0.429  -0.09
H  5.061  -0.462  1.697  0.07
H  3.468  -0.623  2.430  0.09
H  3.904  0.882  1.565  0.08
H  5.629  -0.840  -0.637  0.08
H  4.329  -0.693  -1.868  0.08
H  4.752  0.675  -0.869  0.08
H  3.370  -2.637  1.453  0.08
H  3.434  -2.977  -0.272  0.08
H  4.948  -2.526  0.623  0.08


- Which value of M does entry 1 give?
  713.1 g mol⁻¹


- What is the formula in the fourth record?
  C16H19BrTb


- M of number 3 (C16H19BrN11Pd)?
  551.7 g mol⁻¹


- What is the formula in the third record?
  C16H19BrN11Pd